(1)
Density functional theory data (wB97M-V/def2-TZVPD) for an isolated molecule of C10H17N2O2PS4 at a distorted geometry.

Computed properties:
Total charge ... 0
2S+1 ... 1
SMILES string ... C=CCSc1nnc(CSP(=S)(OCC)OCC)s1
LUMO ... 0.45 eV
Orbital gap ... 9.0 eV
Total energy ... -2585.33652 a.u.
Highest occupied orbital energy ... -8.572 eV

Each line ends with the Mulliken charge.
Cartesian coordinates (Å):
1 H -3.25137 2.83899 -1.51168  0.395
2 H -3.04925 -1.52764 -3.06132  0.323
3 H 6.99121 -0.65777 2.91025  0.258
4 H -4.95993 3.64159 -3.12004  0.387
5 H 5.92328 1.81357 4.39972  0.241
6 N 1.76152 -1.04522 3.16847  -0.207
7 H 7.60526 1.56563 3.84569  0.286
8 O -3.37673 0.77950 -2.14260  -0.308
9 O -1.46854 -0.99324 -1.75492  -0.173
10 S -0.63746 1.84185 -1.96981  -0.401
11 H 4.45169 -0.49052 4.56440  0.314
12 H -1.52542 -0.85206 -3.80574  0.332
13 H -2.12665 -1.27419 2.29617  0.308
14 H -1.86686 -3.26220 -4.19452  0.383
15 C -0.04728 -0.68484 1.92568  0.427
16 H -3.57645 2.89982 -3.91772  0.285
17 C 6.63134 1.16573 3.93121  -0.764
18 C 4.76745 -0.48187 3.51709  -0.546
19 C 2.17407 -0.05563 2.42087  0.437
20 C -1.48690 -0.93123 1.45910  -0.340
21 N 0.47932 -1.40752 2.88226  -0.587
22 C -4.40735 2.70333 -3.25105  -1.300
23 H -0.32369 -2.82858 -3.38561  0.310
24 S 1.00751 0.50436 1.25152  -0.175
25 H -1.43364 -1.70024 0.67770  0.226
26 C -1.40548 -2.89863 -3.29364  -1.281
27 S -2.22192 0.65234 0.76808  -0.160
28 P -1.96305 0.49892 -1.36052  0.686
29 S 3.70323 0.74396 2.60570  -0.130
30 C 6.23831 -0.03258 3.44425  -0.088
31 H -4.74418 1.99494 -1.26330  0.331
32 H 4.70708 -1.49798 3.14342  0.401
33 C -1.94078 -1.50008 -3.01557  -0.178
34 H -1.63842 -3.60091 -2.47180  0.321
35 C -3.93156 2.09876 -1.95733  -0.332
36 H -5.05837 1.97964 -3.73441  0.319



(2)
Density functional theory data (wB97M-V/def2-TZVPD) for a structure of composition C10H17N3O2Pt at a distorted geometry.

Computed properties:
Total charge ... +2
2S+1 ... 1
LUMO ... -12.99 eV
Orbital gap ... 3.8 eV
Total energy ... -824.33914 a.u.
Highest occupied orbital energy ... -16.801 eV

Each line ends with the Mulliken charge.
Cartesian coordinates (Å):
1 O 0.88757 -2.03334 -2.61102  -0.407
2 H -2.23216 -0.87732 -0.54056  0.233
3 C -0.27019 -1.79170 1.49651  -0.925
4 Pt -1.13823 2.48833 -0.77530  0.831
5 H 1.97428 1.32139 1.98904  0.516
6 H 0.34760 -2.53126 1.98006  0.319
7 C -0.82524 -0.09685 -3.29934  -1.177
8 N -0.62721 -0.45891 -1.87636  0.413
9 O -0.26818 1.10430 3.37824  -0.369
10 H -1.72190 0.49959 -3.34788  0.525
11 H 1.98534 1.59300 0.23606  0.337
12 C 1.37722 1.56787 1.12803  0.051
13 H 1.95100 -2.14050 -0.37040  0.460
14 H 1.67331 3.63745 2.80241  0.338
15 H -1.00239 -0.95673 -3.91776  0.398
16 C -1.82981 -1.27463 -1.45600  -1.011
17 C 0.77761 -0.84416 0.80622  -0.126
18 C -0.34261 0.34320 2.46999  0.109
19 N -0.95250 -0.95039 2.42888  -0.271
20 C 0.28957 0.55757 0.98698  0.908
21 H -1.53212 -2.29654 -1.29762  0.397
22 C 0.55076 -1.30187 -1.74663  0.000
23 H -0.04891 3.22674 0.44358  -0.336
24 H -2.56870 -1.28166 -2.23175  0.443
25 H -0.93905 -2.35681 0.87898  0.481
26 H -0.52172 0.87753 0.32659  -1.210
27 C 0.76258 2.94434 1.27209  0.412
28 H -0.01820 0.50743 -3.67642  0.369
29 C 1.44079 -1.20622 -0.51204  -0.846
30 H -1.91885 -0.74648 2.18109  0.367
31 H 2.17676 -0.45178 -0.75526  0.357
32 N 0.96255 3.81851 2.08740  -0.297
33 H 1.60100 -0.89010 1.52219  0.711



(3)
Density functional theory data (wB97M-V/def2-TZVPD) for an isolated molecule of C10H17N6O5P at a distorted geometry.

Computed properties:
Total charge ... 0
2S+1 ... 1
SMILES string ... Nc1nc2nn(COCCCCCP(=O)(O)O)nc2c(=O)[nH]1
LUMO ... 0.23 eV
Orbital gap ... 9.1 eV
Total energy ... -1437.43004 a.u.
Highest occupied orbital energy ... -8.824 eV

Each line ends with the Mulliken charge.
Cartesian coordinates (Å):
1 H 3.36927 -0.81903 -1.85879  0.409
2 O 2.51525 3.53101 0.51208  -0.747
3 H 2.22115 1.10303 -0.42171  0.392
4 H 1.90658 -1.17368 2.49105  0.293
5 P 1.52478 3.87916 -0.50871  0.904
6 H 2.70535 -2.86488 -0.65237  0.362
7 C 2.02893 -2.01873 -0.68850  -0.391
8 H -5.11614 -2.39685 0.71712  0.222
9 C 1.94379 1.34112 -1.46318  -0.535
10 C 0.92706 2.47580 -1.43845  -0.656
11 H 0.01472 2.12880 -0.96962  0.352
12 O 2.20954 4.87032 -1.52042  -0.508
13 N -0.61480 -0.70993 2.02942  -1.078
14 C -3.15279 -2.84674 0.73650  0.054
15 O 0.46181 4.60206 0.37289  -0.539
16 H 2.29720 -1.81299 -2.79668  0.389
17 H -5.79450 0.05325 1.07188  0.211
18 C -1.81107 -2.34388 1.13963  0.486
19 H 2.86104 1.67743 -1.98856  0.292
20 N -2.95835 -0.33714 2.02631  -0.577
21 H 0.75605 4.34089 1.28446  0.381
22 H 2.79221 5.35557 -0.91914  0.328
23 N -4.22401 -2.03371 0.93516  -0.081
24 C -1.81654 -1.02671 1.72041  0.794
25 O -3.37144 -3.91806 0.17131  -0.638
26 N 0.15027 -1.70858 1.56648  1.313
27 H 1.01000 -2.43452 -0.81152  0.320
28 N -5.16003 -0.04182 1.85218  -0.485
29 C 1.44091 0.06573 -2.16421  -0.630
30 C 1.58207 -1.77793 1.66824  -0.574
31 H -4.89022 0.77167 2.35811  0.284
32 C 2.36296 -1.15491 -1.92072  -1.034
33 H 0.42460 -0.19269 -1.86783  0.340
34 N -0.57496 -2.76239 1.12755  -0.899
35 H 1.82490 -2.82177 1.79113  0.351
36 O 2.20530 -1.23913 0.48568  -0.267
37 C -4.09811 -0.84842 1.61706  0.385
38 H 0.64030 2.83047 -2.45061  0.335
39 H 1.40688 0.25824 -3.23362  0.444